(a)
Entry from OMol25: an isolated molecule of C26H32N4O6 (ωB97M-V/def2-TZVPD).

XYZ file:
```
68
Properties=species:S:1:pos:R:3
C 5.545 -0.168 3.053
O 5.254 -0.896 1.885
C 3.967 -0.938 1.446
C 2.892 -0.305 2.061
C 1.622 -0.416 1.520
C 1.397 -1.147 0.361
C 0.002 -1.259 -0.183
C -0.284 -2.724 -0.581
O 0.096 -3.164 -1.647
N -0.911 -3.426 0.373
C -1.361 -4.813 0.233
C -2.071 -5.188 1.533
C -2.326 -4.918 -0.950
C -0.142 -5.711 0.014
N -0.287 -0.432 -1.362
C 0.765 0.287 -2.057
C 0.808 1.733 -1.670
C 1.284 2.360 -0.556
C 1.028 3.741 -0.739
C 0.416 3.851 -1.947
O 0.280 2.646 -2.518
C -1.589 -0.430 -1.706
O -2.401 -1.085 -1.058
C -2.071 0.453 -2.843
C -3.252 1.309 -2.350
C -2.764 2.279 -1.291
O -2.559 3.453 -1.494
N -2.545 1.671 -0.082
C -1.833 2.218 0.958
C -1.527 3.582 1.209
C -0.788 3.538 2.354
C -0.143 4.599 3.163
O -0.665 2.261 2.759
N -1.316 1.444 1.885
C 2.475 -1.792 -0.242
C 3.742 -1.688 0.290
H 5.306 0.894 2.934
H 6.617 -0.279 3.210
H 5.009 -0.567 3.920
H 3.026 0.273 2.962
H 0.793 0.075 2.008
H -0.703 -0.942 0.597
H -1.283 -2.919 1.160
H -1.398 -5.079 2.381
H -2.404 -6.221 1.490
H -2.941 -4.554 1.689
H -1.806 -4.666 -1.869
H -2.720 -5.928 -1.030
H -3.151 -4.221 -0.822
H -0.454 -6.748 -0.085
H 0.376 -5.411 -0.891
H 0.545 -5.627 0.854
H 1.714 -0.183 -1.795
H 0.626 0.197 -3.136
H 1.757 1.891 0.282
H 1.268 4.535 -0.063
H 0.030 4.693 -2.485
H -2.423 -0.204 -3.642
H -1.297 1.105 -3.236
H -3.663 1.882 -3.182
H -4.022 0.656 -1.937
H -2.719 0.675 -0.005
H -1.811 4.421 0.615
H 0.936 4.452 3.181
H -0.504 4.560 4.190
H -0.367 5.571 2.737
H 2.311 -2.393 -1.124
H 4.581 -2.184 -0.170
```

Output
**E_HOMO**: -8.4128 eV
**Frontier orbital gap**: 9.0 eV
**Lowest unoccupied orbital energy**: 0.6071 eV
**Multiplicity**: 1
**Structure (SMILES)**: COc1ccc([C@H](C(=O)NC(C)(C)C)N(Cc2ccco2)C(=O)CCC(=O)Nc2cc(C)on2)cc1

(b)
Entry from OMol25: an isolated molecule of C26H32N4O6 (ωB97M-V/def2-TZVPD).

XYZ file:
```
68
Properties=species:S:1:pos:R:3
C 6.064 1.212 -1.987
C 5.574 2.642 -1.811
O 4.602 2.728 -0.765
C 3.336 2.456 -1.084
O 2.960 2.198 -2.199
C 2.448 2.467 0.145
C 2.217 0.998 0.535
C 1.153 0.895 1.626
N -0.064 1.536 1.165
C -1.277 1.050 1.708
C -1.972 1.678 2.733
C -3.144 1.086 3.167
C -3.610 -0.116 2.605
C -2.940 -0.741 1.570
C -1.776 -0.134 1.118
N -1.038 -0.597 0.036
C -1.079 -1.767 -0.658
O -1.819 -2.698 -0.404
C -0.048 -1.795 -1.736
C 0.380 -0.651 -2.393
C 1.409 -0.717 -3.320
C 2.024 -1.925 -3.607
O 3.064 -2.083 -4.466
C 3.557 -0.943 -5.129
C 1.558 -3.105 -2.979
O 2.193 -4.252 -3.343
C 1.746 -5.463 -2.784
C 0.533 -3.023 -2.057
N -4.773 -0.446 3.264
C -5.598 -1.595 3.018
C -5.052 0.508 4.218
O -5.998 0.524 4.975
N -4.043 1.448 4.147
C -3.977 2.603 4.996
C 0.124 2.957 0.990
C 1.116 3.157 -0.158
H 6.819 1.177 -2.767
H 5.235 0.566 -2.268
H 6.495 0.844 -1.059
H 5.125 3.009 -2.739
H 6.386 3.303 -1.502
H 2.972 2.984 0.954
H 1.892 0.445 -0.349
H 3.152 0.558 0.887
H 1.525 1.373 2.549
H 0.946 -0.153 1.848
H -1.606 2.591 3.175
H -3.290 -1.650 1.113
H -0.336 0.084 -0.234
H -0.095 0.304 -2.226
H 1.731 0.194 -3.796
H 4.400 -1.291 -5.723
H 2.802 -0.507 -5.792
H 3.898 -0.179 -4.423
H 2.361 -6.239 -3.236
H 0.693 -5.650 -3.019
H 1.882 -5.479 -1.697
H 0.158 -3.897 -1.550
H -5.029 -2.514 3.167
H -6.426 -1.557 3.726
H -5.988 -1.577 1.998
H -3.067 2.587 5.601
H -4.848 2.572 5.650
H -3.998 3.520 4.403
H 0.515 3.443 1.901
H -0.835 3.412 0.738
H 0.703 2.728 -1.072
H 1.280 4.223 -0.325
```

Output
**E_HOMO**: -7.3268 eV
**Frontier orbital gap**: 7.9 eV
**Lowest unoccupied orbital energy**: 0.6061 eV
**Multiplicity**: 1
**Structure (SMILES)**: CCOC(=O)C1CCN(c2cc3c(cc2NC(=O)c2ccc(OC)c(OC)c2)n(C)c(=O)n3C)CC1

(b) has the most favorable energy; the next structure is 0.0607 hartree above.

(a)
Entry from OMol25: an isolated molecule of C3H5N3S2 (ωB97M-V/def2-TZVPD).

XYZ file:
```
13
Properties=species:S:1:pos:R:3
N -4.185 -0.742 0.089
N -3.815 0.563 0.004
C -2.588 0.887 -0.073
C -1.450 -0.041 -0.110
N -0.266 0.436 -0.001
S 1.030 -0.658 -0.132
C 2.328 0.457 0.081
S 3.896 0.047 0.077
H -3.572 -1.316 0.650
H -5.128 -0.832 0.392
H -2.366 1.955 -0.142
H -1.639 -1.108 -0.264
H 2.000 1.460 0.210
```

Output
**E_HOMO**: -8.7731 eV
**Frontier orbital gap**: 8.3 eV
**Lowest unoccupied orbital energy**: -0.5165 eV
**Multiplicity**: 1
**Structure (SMILES)**: N/N=C\C=N\SC=S

(b)
Entry from OMol25: a cluster of 2 separate species, C3H5N3S2 in total (ωB97M-V/def2-TZVPD).

XYZ file:
```
13
Properties=species:S:1:pos:R:3
C 1.708 0.669 -0.375
C -1.045 -1.111 0.024
C -2.127 -0.068 -0.026
H 2.515 -1.314 0.948
H 3.586 -0.103 0.328
H 2.182 1.724 -0.525
H -1.345 -2.099 0.185
H -3.232 1.949 0.278
N 2.588 -0.369 -0.350
N 0.432 0.579 -0.183
N 0.178 -0.903 0.026
S -1.854 1.676 -0.022
S -3.587 -0.632 -0.308
```

Output
**E_HOMO**: -8.6483 eV
**Frontier orbital gap**: 7.5 eV
**Lowest unoccupied orbital energy**: -1.1300 eV
**Multiplicity**: 1

(c)
Entry from OMol25: an isolated molecule of C3H5N3S2 (ωB97M-V/def2-TZVPD).

XYZ file:
```
13
Properties=species:S:1:pos:R:3
N 0.039 -3.315 -0.374
C 0.061 -1.946 -0.136
C 0.995 -1.006 -0.914
C 0.503 0.277 -0.655
S 1.127 1.931 -0.828
N -0.372 0.149 0.456
S -1.411 1.301 1.324
N -0.639 -1.198 0.717
H -0.728 -3.827 -0.133
H 0.216 -3.330 -1.448
H 1.645 -1.016 -1.752
H 1.573 1.706 -2.315
H -0.725 1.361 2.348
```

Output
**E_HOMO**: -8.4706 eV
**Frontier orbital gap**: 8.9 eV
**Lowest unoccupied orbital energy**: 0.3959 eV
**Multiplicity**: 1
**Structure (SMILES)**: Nc1cc(S)n(S)n1

(a) has the most favorable energy; the next structure is 0.0201 hartree above.

(a)
Entry from OMol25: a cluster of 2 separate species, C7H14N2S in total (ωB97M-V/def2-TZVPD).

XYZ file:
```
24
Properties=species:S:1:pos:R:3
C -1.386 -1.956 -2.161
C -0.827 -0.860 -1.195
C -0.690 -1.274 0.220
C -1.738 -1.209 1.164
N -1.188 -1.810 2.264
C 0.050 -2.360 1.912
N 0.305 -2.120 0.643
H -0.572 -2.716 -2.171
H -1.517 -1.572 -3.180
H -2.306 -2.448 -1.833
H 0.081 -0.491 -1.689
H -1.538 -0.027 -1.265
H -2.737 -0.848 1.071
H -1.598 -1.841 3.184
H 0.674 -2.876 2.627
C 1.710 1.432 0.592
S 0.484 2.644 -0.086
C 1.624 4.019 -0.511
H 2.217 1.567 1.536
H 1.148 0.484 0.756
H 2.385 1.190 -0.211
H 0.960 4.719 -1.022
H 2.540 3.763 -1.021
H 1.917 4.588 0.377
```

Output
**E_HOMO**: -8.3695 eV
**Frontier orbital gap**: 9.2 eV
**Lowest unoccupied orbital energy**: 0.8526 eV
**Multiplicity**: 1
**Structure (SMILES)**: CCc1c[nH]cn1.CSC

(b)
Entry from OMol25: an isolated molecule of C7H14N2S (ωB97M-V/def2-TZVPD).

XYZ file:
```
24
Properties=species:S:1:pos:R:3
C -0.449 -0.627 -0.600
C -1.151 0.595 -0.044
C 1.361 0.323 -0.005
C -1.914 0.238 1.249
C -2.042 1.341 -1.043
C 1.907 -0.364 1.259
C 2.416 0.544 -0.973
N -0.192 -2.892 -0.373
N -0.803 -1.786 -0.184
S 0.318 1.733 0.361
H -0.054 -0.475 -1.503
H -2.496 -0.748 1.330
H -2.678 1.063 1.324
H -1.170 0.113 2.136
H -3.031 0.870 -1.168
H -1.517 1.336 -1.932
H -2.123 2.430 -0.858
H 2.234 -1.389 1.240
H 1.032 -0.270 1.967
H 2.816 0.107 1.572
H 2.395 1.429 -1.561
H 2.577 -0.352 -1.631
H 3.395 0.586 -0.389
H -0.831 -3.804 -0.173
```

Output
**E_HOMO (spin up / spin down)**: -8.0114 / -7.8199 eV
**Frontier orbital gap (spin up / spin down)**: 7.4 / 7.4 eV
**Lowest unoccupied orbital energy (spin up / spin down)**: -0.5762 / -0.4574 eV
**Multiplicity**: 1

(c)
Entry from OMol25: a cluster of 2 separate species, C7H14N2S in total (ωB97M-V/def2-TZVPD).

XYZ file:
```
24
Properties=species:S:1:pos:R:3
C 2.464 0.626 -0.910
C 0.999 -0.988 0.363
C -0.915 2.208 -0.234
C -0.406 2.307 1.125
C 1.501 -3.063 -0.849
C -1.033 -2.383 -0.004
C 0.530 -2.382 0.183
N 1.701 -0.282 -0.370
N -3.170 3.734 0.264
S -2.161 2.947 -0.821
H 3.440 0.735 -0.426
H 2.240 1.300 -1.665
H -0.789 3.049 1.846
H 0.644 2.447 0.957
H -0.541 1.240 1.422
H 2.514 -3.218 -0.344
H 1.213 -4.126 -1.025
H 1.703 -2.511 -1.768
H -1.249 -1.622 0.767
H -1.482 -3.314 0.318
H -1.417 -2.158 -1.108
H 0.752 -2.953 1.080
H -3.682 4.566 -0.020
H -2.855 3.840 1.223
```

Output
**E_HOMO**: -7.3365 eV
**Frontier orbital gap**: 8.0 eV
**Lowest unoccupied orbital energy**: 0.6916 eV
**Multiplicity**: 1

(a) has the most favorable energy; the next structure is 0.1702 hartree above.

(a)
Entry from OMol25: a cluster of 2 separate species, I4Si in total (ωB97M-V/def2-TZVPD).

XYZ file:
```
5
Properties=species:S:1:pos:R:3
Si -0.669 0.045 0.352
I -0.654 -2.337 -0.606
I 3.803 -0.007 0.717
I 0.532 1.561 -1.175
I -3.012 0.739 0.712
```

Output
**E_HOMO (spin up / spin down)**: -9.8052 / -8.5183 eV
**Frontier orbital gap (spin up / spin down)**: 7.1 / 5.2 eV
**Lowest unoccupied orbital energy (spin up / spin down)**: -2.6893 / -3.2701 eV
**Multiplicity**: 1

(b)
Entry from OMol25: an isolated molecule of I4Si (ωB97M-V/def2-TZVPD).

XYZ file:
```
5
Properties=species:S:1:pos:R:3
I 2.287 0.230 0.793
Si -0.049 -0.051 -0.001
I 0.127 -0.430 -2.424
I -1.163 2.143 0.469
I -1.202 -1.892 1.164
```

Output
**E_HOMO**: -9.7330 eV
**Frontier orbital gap**: 8.4 eV
**Lowest unoccupied orbital energy**: -1.3276 eV
**Multiplicity**: 1
**Structure (SMILES)**: I[Si](I)(I)I

(b) has the most favorable energy; the next structure is 0.1073 hartree above.